Entry 1:
Below is a structure of composition C13H17BeClN2O4 in a non-equilibrium geometry, with properties calculated with ωB97M-V/def2-TZVPD.

XYZ file:
```
38
Properties=species:S:1:pos:R:3:forces:R:3
C -1.29840 -0.77753 1.58383 -0.8130 -0.5328 0.0940
C -2.00837 0.37653 0.86299 -0.9712 0.8802 0.3536
H -1.23449 -1.56991 0.84639 -0.1030 -0.4764 0.8034
H -1.92037 -1.04507 2.47064 0.0121 -0.3172 -0.8983
H -0.32657 -0.65592 2.00877 0.3034 0.2921 -0.0210
H -1.55461 1.15516 0.21344 0.6051 -1.1698 0.3823
H -2.73474 -0.13497 0.20049 -0.2897 0.7606 0.7981
H -2.41738 1.04102 1.65062 -0.6483 -0.5119 -0.4416
C 2.05190 -2.17387 0.12409 0.4058 0.6813 -0.3545
C 3.16408 -2.93750 -0.24255 -1.1065 0.4964 0.8030
C 4.08668 -2.42880 -1.13222 0.2228 -0.3017 -0.0435
C 3.90004 -1.18423 -1.69415 -1.4618 0.4274 1.1530
H 1.28745 -2.48685 0.87523 0.8619 0.3703 -0.9103
H 3.22103 -3.89940 0.21825 0.4709 -0.4807 0.0298
H 4.96413 -3.01186 -1.37538 -0.0068 -0.0126 -0.1298
H 4.53384 -0.73934 -2.37328 1.6646 0.4375 -1.3123
N 1.88722 -0.98218 -0.47730 0.8041 0.2578 0.1230
C 2.78323 -0.43779 -1.33174 -0.0821 -2.1488 0.3641
C 2.35894 0.84121 -1.91411 0.2810 0.9290 -1.3670
N 1.18548 1.32533 -1.46191 1.4592 -0.4909 -0.4761
C 0.63260 2.45361 -1.88334 0.7166 -0.3682 -0.2936
C 2.42958 2.62092 -3.43596 0.7258 0.3708 -0.6999
C 1.25718 3.14488 -2.90951 -0.3492 -0.4654 0.6409
H -0.28301 2.73833 -1.38302 -0.0363 0.0819 -0.1521
H 0.77840 4.03878 -3.25482 0.1795 0.3332 -0.3726
C 3.03855 1.46954 -2.96470 -0.8341 -0.4321 1.1941
H 3.94767 0.99687 -3.33609 -0.2647 0.6285 -0.1994
H 2.92032 3.13291 -4.24789 -0.0549 0.2080 -0.1825
Be 0.72728 0.15122 -0.47890 -3.8173 0.1244 3.4330
C 0.61452 1.07520 1.29401 1.0822 0.2432 -1.0047
H 0.70482 2.13161 0.99171 0.7221 0.0265 0.2135
H 1.54984 0.65761 1.70467 0.3630 0.7227 0.0669
H -0.04416 1.12762 2.17665 0.0179 -0.1986 -0.8018
O -0.04343 -2.81742 -0.97721 -1.6208 0.6995 -0.8108
Cl -1.10383 -2.00396 -1.58399 -0.0565 0.7036 0.3529
O -1.27019 -2.33901 -2.97495 0.2125 0.6152 1.0892
O -2.35962 -2.12073 -0.84713 1.7472 0.0809 -1.3970
O -0.62680 -0.48112 -1.49986 -0.3415 -2.4638 -0.0261
```
Positions in Å, forces in eV/Å.

Gap between HOMO and LUMO: 6.2 eV
Highest occupied orbital energy: -0.27157 Eh
Net charge: 0
Energy above the lowest of the compared OMol25 structures with the same formula, charge and spin: 0.0 kcal per mole
Electronic energy: -37842.9222 eV
LUMO energy: -1.227 eV

=====

Entry 2:
Below is a structure of composition C4H6S in a non-equilibrium geometry, with properties calculated with ωB97M-V/def2-TZVPD.

XYZ file:
```
11
Properties=species:S:1:pos:R:3:forces:R:3
C 1.05915 0.44344 -0.84456 -0.2448 0.3497 -0.5887
C -0.00992 0.00376 -0.18499 1.6189 2.3024 0.7780
C 0.22859 0.92998 1.08765 -1.1364 -0.6794 -2.6245
C -0.94647 -1.11709 -0.38995 2.1463 0.2729 1.5729
S 1.61238 1.76982 0.26307 0.2294 -1.1005 -0.8067
H 1.37583 0.13646 -1.83448 0.5132 0.2086 0.0823
H -0.51680 1.68480 1.27113 -0.5210 -0.2485 0.7141
H 0.50743 0.21279 1.80228 0.3528 -0.1378 1.7994
H -0.56299 -1.80321 -1.11775 0.1159 -0.4542 -0.3714
H -1.86573 -0.72810 -0.67562 -2.0385 0.2374 -0.1965
H -0.88146 -1.53267 0.62321 -1.0359 -0.7506 -0.3589
```
Positions in Å, forces in eV/Å.

Gap between HOMO and LUMO: 9.1 eV
Highest occupied orbital energy: -0.30004 Eh
Net charge: 0
Energy above the lowest of the compared OMol25 structures with the same formula, charge and spin: 27.4 kcal per mole
Electronic energy: -15078.6044 eV
LUMO energy: 0.985 eV

=====

Entry 3:
Below is a cluster of 9 separate species, C4H26N2O9 in total in a non-equilibrium geometry, with properties calculated with ωB97M-V/def2-TZVPD.

XYZ file:
```
41
Properties=species:S:1:pos:R:3:forces:R:3
C 0.89367 -1.90315 0.37967 -1.8274 -0.0508 0.9838
N 0.00448 -0.86548 -0.19273 0.9630 -0.8790 -0.2238
C 1.86504 -0.56643 -1.95388 0.7576 -0.1121 -0.8462
C 0.62124 -0.05725 -1.26991 -1.0466 0.7610 0.9558
C 0.82378 1.24791 -0.48603 0.1133 -0.1929 -0.7664
N -0.18686 2.14614 -0.57327 -0.6961 -0.2937 0.2623
O 1.85349 1.40067 0.15998 0.3802 0.3767 -0.3014
H 0.70488 -2.89000 -0.05238 0.3049 -0.0264 -0.3533
H 1.95017 -1.66541 0.29866 -0.1662 0.1327 0.3432
H 0.49616 -1.99827 1.41687 1.0619 -0.0540 -0.2906
H -0.86927 -1.30607 -0.43650 -0.0451 0.2340 -0.4301
H 2.80456 -0.75242 -1.42953 -0.5670 -0.1107 0.8467
H 2.22899 0.21651 -2.60987 -0.3090 0.2490 -0.5407
H 1.67269 -1.45432 -2.56874 -0.1783 0.1821 0.1145
H -0.14859 0.17667 -2.01430 0.1645 -0.3400 -0.0293
H -0.18728 2.99969 -0.03037 0.3987 -0.1942 0.3697
H -1.14222 1.76123 -0.57623 0.5907 0.0609 -0.7199
H -2.31475 -4.18542 -3.47544 0.5706 0.0111 0.8048
H -1.65733 -4.26979 -2.03041 -0.2082 -0.1715 -0.2141
O -1.67784 -3.77258 -2.85538 -0.3686 -0.0464 -0.5681
H -1.85086 3.27259 2.17314 0.2114 -0.1825 0.6670
H -0.52827 4.16391 2.14132 -0.2658 -0.5459 0.4611
O -1.28553 3.83049 1.64781 0.0722 0.7231 -1.0820
H 1.68555 1.47511 2.82189 -0.2599 0.3401 0.1892
H 1.56146 2.28616 1.53909 -0.1311 -0.0994 0.8700
O 1.32035 2.31225 2.50165 0.1956 0.0320 -0.3398
H -2.74710 -0.95564 -3.96160 0.2540 -0.6654 -0.2882
H -2.27378 -2.15407 -2.90287 -0.1245 0.7241 -0.8169
O -2.61169 -1.23450 -3.05665 -0.0706 0.0202 0.7854
H -2.65731 -0.03963 1.82009 -0.7077 -0.2856 0.8321
H -1.45942 0.48296 2.28300 0.4743 0.1913 1.0050
O -2.27508 0.15121 2.70215 0.4485 0.1702 -1.9246
H 3.51152 0.43819 0.44587 0.6862 0.1542 -0.4580
H 4.99809 0.32122 0.86502 0.2960 0.0671 0.4235
O 4.41715 0.23286 0.11696 -0.9151 -0.1687 -0.0624
H -3.71771 0.73201 -1.25557 -0.2860 0.1962 0.2387
H -2.60101 0.18704 -2.09628 0.0882 0.2715 0.6405
O -2.77475 0.84462 -1.37638 0.1380 -0.3987 -0.4695
H -0.24220 -0.02960 4.83606 0.4038 -0.1289 -0.2484
H 1.07462 -0.65099 4.26482 -0.3109 -0.1337 0.0287
O 0.72093 0.07159 4.79027 -0.0897 0.1832 0.1519
```
Positions in Å, forces in eV/Å.

Gap between HOMO and LUMO: 8.6 eV
Highest occupied orbital energy: -0.32501 Eh
Net charge: 0
Energy above the lowest of the compared OMol25 structures with the same formula, charge and spin: 45.9 kcal per mole
Electronic energy: -25977.8330 eV
Structure (SMILES): CN[C@H](C)C(N)=O.O.O.O.O.O.O.O.O
LUMO energy: -0.267 eV